ORCA calculation (wB97M-V/def2-TZVPD) on a molecular structure, C10H9ClO2 at a distorted geometry.

Values from the calculation:
Total charge = 0
Energy = -997.034711 hartree
E_LUMO = -0.4939 eV
2S+1 = 1

CARTESIAN COORDINATES (ANGSTROEM)
C (1.93987, 1.26212, 0.81983)
C (2.97996, 0.31154, 0.85849)
C (0.66774, 0.98739, 0.36257)
C (2.61330, -0.97358, 0.50841)
C (0.29678, -0.40290, 0.09666)
C (1.34836, -1.37815, 0.17064)
C (-1.26432, -2.20201, -0.27734)
C (-0.21366, -3.02966, -0.06237)
C (-1.15304, -0.77466, -0.23453)
C (-2.50875, 1.27538, -0.82625)
O (1.14535, -2.67694, 0.01547)
O (-2.12614, -0.07085, -0.90353)
Cl (-1.98242, -0.66393, 1.90859)
H (2.19168, 2.32648, 0.90812)
H (3.84585, 0.62932, 1.25371)
H (0.00577, 1.77308, 0.09738)
H (3.28295, -1.86610, 0.66965)
H (-2.21051, -2.68635, -0.26983)
H (-0.41304, -4.03182, 0.16972)
H (-1.79866, 1.92503, -1.30030)
H (-2.73836, 1.72080, 0.12254)
H (-3.50050, 1.35116, -1.39780)

---

ORCA calculation (wB97M-V/def2-TZVPD) on 2 unconnected molecules or ions with the total composition C10H9FN4 at a distorted geometry.

Values from the calculation:
Total charge = 0
Energy = -705.221538 hartree
E_LUMO = -1.5076 eV
2S+1 = 1

CARTESIAN COORDINATES (ANGSTROEM)
C (0.26057, 1.71291, 1.17414)
C (2.53194, -1.85864, -0.06428)
C (2.08248, -0.56027, -0.19884)
C (-2.57179, -0.60506, 1.03784)
C (-1.46653, 0.01625, 1.49025)
C (-2.28965, 0.27431, -1.21652)
C (-2.95638, -0.48253, -0.33884)
C (-1.10114, 1.06772, -0.79927)
C (-0.61723, 0.75951, 0.59356)
C (2.72851, 0.65248, -0.75083)
N (0.98016, 2.48076, 1.62692)
N (1.55363, -2.58716, 0.51522)
N (0.54203, -1.82810, 0.74705)
N (0.83823, -0.62857, 0.32597)
F (-4.05713, -1.15464, -0.71910)
H (3.46848, -2.29603, -0.33983)
H (-3.19429, -1.19392, 1.68754)
H (-1.15645, -0.07379, 2.51790)
H (-2.61544, 0.35593, -2.23890)
H (-0.29559, 0.92910, -1.52654)
H (-1.35745, 2.13692, -0.84800)
H (2.13069, 1.09270, -1.54888)
H (2.86043, 1.40550, 0.02625)
H (3.70192, 0.38466, -1.15283)

---

ORCA calculation (wB97M-V/def2-TZVPD) on a molecular structure, C10H9GdNO4 at a distorted geometry.

Values from the calculation:
Total charge = +3
Energy = -1506.385847 hartree
E_LUMO (spin up / spin down) = -14.9159 / -15.2135 eV
2S+1 = 8

CARTESIAN COORDINATES (ANGSTROEM)
Gd (-1.66655, -1.28229, -0.17244)
C (-0.78367, -3.21506, 0.39085)
O (-0.21055, -4.17551, 0.71231)
C (-3.58507, -2.67706, -0.41840)
O (-4.48756, -3.36270, -0.52864)
C (-1.36020, -1.84820, -2.21491)
O (-1.04185, -2.08308, -3.30385)
C (-2.39831, -1.12676, 1.83266)
O (-2.64205, -0.98273, 2.95592)
H (-2.43371, 0.38764, -0.66622)
H (-3.27306, -0.19989, -0.77369)
C (3.19456, 2.76323, 0.31325)
C (2.08898, 1.79616, 0.18343)
C (1.78676, 0.94874, 1.25298)
C (0.72642, 0.03560, 1.14843)
N (0.03627, 0.00916, -0.01689)
C (0.27616, 0.80852, -1.08424)
C (1.33410, 1.72372, -0.99170)
H (3.01216, 3.45261, 1.14287)
H (4.14080, 2.25158, 0.50742)
H (3.31551, 3.35988, -0.59590)
H (2.33308, 0.96970, 2.17158)
H (0.44538, -0.63109, 1.94722)
H (-0.33738, 0.72634, -1.96230)
H (1.52978, 2.35150, -1.82973)

---

ORCA calculation (wB97M-V/def2-TZVPD) on a molecular structure, C10H9I at a distorted geometry.

Values from the calculation:
Total charge = 0
Energy = -683.993013 hartree
E_LUMO = -0.1147 eV
2S+1 = 1

CARTESIAN COORDINATES (ANGSTROEM)
C (2.01747, 0.62198, -0.52405)
C (-2.00802, -0.26689, -0.42921)
C (2.24520, 0.61892, 0.91814)
C (-1.20120, -1.34291, 0.13014)
C (0.78471, 0.84892, -0.90324)
C (-1.61633, 1.00307, -0.35752)
C (1.36847, 0.49195, 1.94290)
C (-0.22859, -1.12277, 1.00874)
C (-0.29607, 1.33084, -0.02902)
C (-0.03202, 0.17684, 1.55815)
I (-1.55890, 0.63886, 2.94247)
H (2.75143, 0.27676, -1.19390)
H (-2.96618, -0.61210, -0.73973)
H (3.31882, 0.77991, 1.32935)
H (-1.38074, -2.33705, -0.29414)
H (0.35718, 0.63137, -1.92135)
H (-2.29798, 1.75619, -0.82714)
H (1.55868, 0.44398, 3.06049)
H (0.29120, -1.97662, 1.46986)
H (-0.04873, 2.31586, 0.32981)

---

ORCA calculation (wB97M-V/def2-TZVPD) on a molecular structure, C10H9N2O6Zr.

Values from the calculation:
Total charge = +1
Energy = -994.244568 hartree
E_LUMO = -7.5705 eV
2S+1 = 1

CARTESIAN COORDINATES (ANGSTROEM)
Zr (0.92196, -0.05377, 0.11922)
N (3.30346, -0.13296, 0.06042)
C (4.02401, 1.16925, 0.32798)
C (3.53399, 2.32424, -0.54613)
C (2.18645, 2.86628, -0.11879)
O (1.93609, 3.96706, 0.22638)
O (1.22270, 1.86661, -0.12782)
H (3.66626, -0.83847, 0.70409)
H (3.60699, -0.47942, -0.85236)
H (5.08827, 1.01926, 0.15455)
H (3.90050, 1.40408, 1.38582)
H (3.47607, 2.01280, -1.59385)
H (4.24977, 3.14169, -0.48932)
O (-5.51296, -2.70083, 0.03703)
C (-5.35881, -1.47799, 0.04479)
O (-6.08355, -0.48201, 0.05002)
C (-3.83148, -1.08855, 0.05695)
C (-3.44595, 0.25502, 0.08722)
C (-2.11684, 0.57059, 0.09509)
N (-1.15546, -0.40528, 0.08168)
C (-1.54336, -1.72995, 0.04669)
C (-2.85027, -2.09829, 0.03590)
C (-0.40049, -2.69983, 0.00943)
O (-0.47059, -3.87394, 0.01382)
O (0.81658, -2.00268, -0.02518)
H (-4.22809, 1.00401, 0.09732)
H (-1.76081, 1.59529, 0.11094)
H (-3.17445, -3.13221, 0.00811)

---

ORCA calculation (wB97M-V/def2-TZVPD) on 2 unconnected molecules or ions with the total composition C10H9N3P2 at a distorted geometry.

Values from the calculation:
Total charge = 0
Energy = -1233.114673 hartree
E_LUMO (spin up / spin down) = -1.3106 / -1.2320 eV
2S+1 = 1

CARTESIAN COORDINATES (ANGSTROEM)
C (-1.87898, 2.17088, 0.34796)
C (-3.64534, -1.00914, -0.27393)
C (-2.57973, -1.83322, -0.65076)
C (-3.36560, 0.33129, -0.02643)
C (-1.28321, -1.40651, -0.74382)
C (-2.07414, 0.77486, -0.13001)
C (-0.98128, -0.03123, -0.53330)
C (0.89375, -1.63289, 1.82694)
C (4.90275, 1.57851, -0.39002)
C (2.47932, 0.60660, -0.40852)
N (-1.94739, 3.29329, 0.51455)
N (0.21646, 0.63639, -0.60701)
N (1.31100, -0.03364, -0.46989)
P (1.67372, -1.64130, 0.38944)
P (4.08788, 0.05428, -0.30501)
H (-4.60830, -1.44541, -0.05946)
H (-2.89411, -2.82966, -0.99571)
H (-4.05553, 0.95154, 0.48333)
H (-0.59913, -2.05815, -1.16770)
H (1.11945, -2.33581, 2.60100)
H (0.33682, -0.78290, 2.09396)
H (6.02812, 1.60640, -0.39243)
H (4.32600, 2.49764, -0.47324)
H (2.53742, 2.53815, -0.62995)

---

ORCA calculation (wB97M-V/def2-TZVPD) on a single C10H9NO molecule at a distorted geometry.

Values from the calculation:
Total charge = 0
Energy = -516.368151 hartree
E_LUMO (spin up / spin down) = -0.2423 / -0.5213 eV
SMILES string = O=C=C1CCCc2ncccc21
2S+1 = 1

CARTESIAN COORDINATES (ANGSTROEM)
O (3.16738, 2.01085, 1.35244)
C (2.49572, 1.39713, 0.63551)
C (0.91360, 1.02588, 0.15790)
C (0.40487, 1.87913, -0.95553)
C (-0.62155, 1.11566, -1.79377)
C (-1.62018, 0.41270, -0.87640)
C (-0.90592, -0.55820, 0.01385)
N (-1.52309, -1.67014, 0.34992)
C (-0.91516, -2.53785, 1.14326)
C (0.36775, -2.34051, 1.64138)
C (1.03924, -1.19153, 1.28491)
C (0.40671, -0.24916, 0.45952)
H (-0.06531, 2.76841, -0.52052)
H (1.22457, 2.22771, -1.58644)
H (-0.11401, 0.37327, -2.41199)
H (-1.14160, 1.81148, -2.45264)
H (-2.37644, -0.12392, -1.44975)
H (-2.13610, 1.15684, -0.26157)
H (-1.47866, -3.43147, 1.37482)
H (0.82819, -3.08227, 2.27500)
H (2.05001, -0.99403, 1.62011)

---

ORCA calculation (wB97M-V/def2-TZVPD) on a single C10H9NO2 molecule at a distorted geometry.

Values from the calculation:
Total charge = 0
Energy = -591.579770 hartree
E_LUMO = 0.7979 eV
SMILES string = O[C@@H](c1ccccc1)c1cocn1
2S+1 = 1

CARTESIAN COORDINATES (ANGSTROEM)
O (0.84055, 2.22800, -0.00838)
C (0.69634, 0.98561, 0.74513)
C (-0.70113, 0.45019, 0.43224)
C (-1.45797, 1.01123, -0.60604)
C (-2.68679, 0.54931, -1.02218)
C (-3.31223, -0.52172, -0.30997)
C (-2.65197, -1.23148, 0.67350)
C (-1.30484, -0.74700, 0.96123)
C (1.82618, 0.14355, 0.16820)
C (1.81545, -1.09186, -0.39121)
O (3.04594, -1.40588, -0.78906)
C (3.81451, -0.50300, -0.20096)
N (3.21078, 0.53987, 0.46756)
H (1.79499, 2.54534, 0.22164)
H (1.16629, 1.31995, 1.82366)
H (-0.92369, 1.81192, -1.23587)
H (-2.92022, 0.97435, -1.97639)
H (-4.23961, -1.05376, -0.76063)
H (-2.97483, -2.31419, 1.08137)
H (-0.97885, -1.35861, 1.78981)
H (1.12827, -1.84934, -0.56260)
H (4.81282, -0.48248, -0.50103)

---

ORCA calculation (wB97M-V/def2-TZVPD) on 2 unconnected molecules or ions with the total composition C11H10BrCl2F3NO6S at a distorted geometry.

Values from the calculation:
Total charge = -1
Energy = -5123.661147 hartree
E_LUMO = 1.9544 eV
2S+1 = 1

CARTESIAN COORDINATES (ANGSTROEM)
C (1.45724, -1.43912, 0.43242)
C (1.01271, -0.78554, -0.86444)
Cl (2.05333, -1.44617, -2.17795)
C (1.09622, 0.76636, -0.69458)
Cl (2.01644, 1.64470, -1.95476)
C (-0.26915, 1.43231, -0.68555)
O (-0.42795, 2.58602, -0.58313)
O (-1.31800, 0.53926, -0.80244)
C (-2.48022, 0.78017, -0.08076)
O (-3.16242, 1.81190, -0.68657)
Br (-2.09791, 1.29468, 1.79188)
C (-3.26270, -0.54249, -0.10545)
C (-4.28684, -0.70847, -1.02976)
C (-4.94066, -1.93868, -1.04348)
C (-4.53514, -2.91239, -0.14027)
N (-3.54758, -2.76589, 0.74273)
C (-2.91422, -1.58946, 0.74413)
H (2.53708, -1.39457, 0.48780)
H (0.98974, -0.97019, 1.29402)
H (1.14456, -2.48162, 0.42282)
H (0.02460, -1.11817, -1.13658)
H (1.62938, 0.98768, 0.22407)
H (-3.97048, 1.97535, -0.18724)
H (-4.54685, 0.07544, -1.71923)
H (-5.73608, -2.13529, -1.74157)
H (-5.04915, -3.86494, -0.14289)
H (-2.10308, -1.47764, 1.44411)
C (5.13684, 2.32671, 0.43584)
F (3.97329, 2.99319, 0.32855)
F (5.42667, 1.83212, -0.77818)
F (6.08629, 3.22774, 0.73832)
S (5.03472, 0.99722, 1.70588)
O (3.96466, 0.16468, 1.18572)
O (4.71240, 1.72843, 2.91049)
O (6.35224, 0.40672, 1.66604)

---

ORCA calculation (wB97M-V/def2-TZVPD) on a molecular structure, C11H10BrDyN at a distorted geometry.

Values from the calculation:
Total charge = -1
Energy = -3938.994116 hartree
E_LUMO (spin up / spin down) = 1.3779 / 1.4343 eV
2S+1 = 6

CARTESIAN COORDINATES (ANGSTROEM)
C (-1.39220, -0.99885, -1.71209)
C (-1.84318, -2.11163, -0.93220)
C (-2.70643, -1.61148, 0.09886)
H (-1.82832, -3.17230, -1.25300)
C (-2.67652, -0.19008, 0.02037)
C (-1.87231, 0.18602, -1.09978)
H (-1.73606, 1.20868, -1.50875)
H (-0.94043, -1.04110, -2.70397)
H (-3.19872, -2.22966, 0.87234)
H (-3.20581, 0.50408, 0.66914)
Dy (-0.70856, -1.45571, 1.37886)
Br (1.03050, -3.40461, 1.09322)
C (2.68506, 1.68573, 0.07776)
C (1.73801, 2.37024, -0.71323)
C (1.48683, 1.58963, -1.88775)
H (1.28316, 3.33359, -0.48458)
C (2.23872, 0.38788, -1.79296)
C (2.99312, 0.44629, -0.57308)
H (3.68579, -0.30822, -0.22386)
H (3.09572, 2.01909, 1.01711)
H (0.74827, 1.80816, -2.65552)
H (2.18170, -0.45439, -2.46509)
N (-0.44423, 1.12568, 3.78709)
C (-0.61422, 0.31293, 2.96952)

---

ORCA calculation (wB97M-V/def2-TZVPD) on a molecular structure, C11H10BrNSSm at a distorted geometry.

Values from the calculation:
Total charge = -1
Energy = -4110.196932 hartree
E_LUMO (spin up / spin down) = 2.9199 / 2.9231 eV
2S+1 = 6

CARTESIAN COORDINATES (ANGSTROEM)
C (-1.78499, -0.80976, -1.61367)
C (-1.77946, -1.32068, -0.26733)
C (-2.17420, -0.25203, 0.58822)
H (-1.60650, -2.33408, 0.06936)
C (-2.03262, 0.97879, -0.11414)
C (-1.90110, 0.63156, -1.50259)
H (-1.88612, 1.31766, -2.32285)
H (-1.78135, -1.42054, -2.52629)
H (-2.66339, -0.41331, 1.53970)
H (-2.00322, 1.97358, 0.37038)
Sm (0.68422, -0.31772, -1.16314)
Br (2.02853, -2.57406, -0.78253)
C (2.10657, 0.70923, -3.16960)
C (1.04172, 1.52445, -3.69410)
C (0.07419, 0.65792, -4.28946)
H (1.03716, 2.62164, -3.74125)
C (0.50770, -0.69501, -4.11101)
C (1.80169, -0.66370, -3.48654)
H (2.44358, -1.53305, -3.29394)
H (3.02437, 1.05754, -2.67964)
H (-0.81742, 0.97404, -4.84323)
H (0.01033, -1.60126, -4.48168)
S (3.17002, 0.89417, 0.30736)
C (1.80410, 0.48329, 1.02343)
N (0.69619, 0.11120, 1.31905)

---

ORCA calculation (wB97M-V/def2-TZVPD) on a single C11H10ClN5OS molecule at a distorted geometry.

Values from the calculation:
Total charge = 0
Energy = -1632.534330 hartree
E_LUMO = -0.7642 eV
SMILES string = CC1=NN(C(N)=S)C(=O)[C@H]1/N=N/c1cccc(Cl)c1
2S+1 = 1

CARTESIAN COORDINATES (ANGSTROEM)
C (-0.82304, -3.31999, 0.60090)
C (-1.48326, -2.08180, 0.14202)
N (-2.44303, -1.51152, 0.75525)
N (-2.83088, -0.37947, 0.07966)
C (-3.86365, 0.39387, 0.59215)
N (-4.38793, -0.09122, 1.73094)
S (-4.39960, 1.76399, -0.11932)
C (-2.08813, -0.17114, -1.08003)
O (-2.21050, 0.71031, -1.87446)
C (-1.05926, -1.31665, -1.09046)
N (0.30909, -0.87134, -0.97801)
N (0.46793, 0.14465, -0.25608)
C (1.75252, 0.59439, -0.04037)
C (1.88777, 1.92128, 0.37681)
C (3.14282, 2.42682, 0.65094)
C (4.26579, 1.62092, 0.54548)
C (4.12262, 0.29854, 0.14408)
Cl (5.52468, -0.70726, 0.02128)
C (2.88246, -0.22388, -0.15841)
H (0.24030, -3.13457, 0.74996)
H (-1.26999, -3.65962, 1.53055)
H (-0.92012, -4.09668, -0.15677)
H (-5.12609, 0.42508, 2.17474)
H (-4.00436, -0.92596, 2.14485)
H (-1.12394, -1.91599, -2.00390)
H (1.00361, 2.53402, 0.45235)
H (3.25395, 3.45476, 0.95999)
H (5.24563, 2.00895, 0.77476)
H (2.76304, -1.24906, -0.47241)

---

Which value of energy does entry 4 give? -683.993013 hartree

---

What is the energy in the ninth record? -5123.661147 hartree

---

The highest energy belongs to which entry? C10H9NO